[1]
2 unconnected molecules or ions with the total composition C2Br2F2O. Source: the OMol25 dataset; level of theory: ωB97M-V/def2-TZVPD.

The geometry in XYZ format:
```
7
C2Br2F2O, DFT ωB97M-V/def2-TZVPD
O -2.20 0.06 -1.89
C -1.12 -0.12 -1.56
C 0.16 -0.17 -1.20
F 0.33 0.11 0.06
F 1.28 -0.54 -1.89
Br 2.56 -2.04 1.90
Br 2.46 -1.86 4.16
```

Calculated values
Calculated total energy (hartree): -5499.10847
Spin multiplicity: 1
Net charge: 0

[2]
10 unconnected molecules or ions with the total composition C40H66BBrF6N9O3S. Source: the OMol25 dataset; level of theory: ωB97M-V/def2-TZVPD.

The geometry in XYZ format:
```
127
C40H66BBrF6N9O3S, DFT ωB97M-V/def2-TZVPD
O 1.57 -5.53 3.43
C 1.08 -6.50 2.90
F 1.77 -7.68 2.94
C -0.19 -6.67 2.18
B -0.50 -5.74 0.88
Br -0.33 -3.76 1.19
S 0.47 -6.33 -0.69
O 0.53 -7.77 -0.73
O 0.00 -5.68 -1.89
C 2.30 -5.89 -0.57
F 2.47 -4.66 -0.06
F 2.85 -6.78 0.30
C 3.10 -6.01 -1.90
F 2.40 -5.60 -2.96
F 3.49 -7.27 -2.11
F 4.21 -5.23 -1.82
H -0.31 -7.71 1.92
H -0.97 -6.43 2.89
H -1.61 -5.96 0.52
C 5.39 -1.30 -0.13
C 5.05 -2.07 -1.40
C 3.85 -1.46 -2.14
C 2.63 -1.52 -1.35
N 1.68 -1.56 -0.71
H 4.56 -1.32 0.58
H 6.26 -1.73 0.36
H 5.61 -0.25 -0.35
H 4.83 -3.11 -1.15
H 5.91 -2.07 -2.07
H 3.68 -1.99 -3.08
H 4.06 -0.42 -2.39
C 0.37 1.43 -1.01
C -0.72 2.16 -1.78
C -0.24 3.53 -2.29
C 0.13 4.40 -1.18
N 0.47 5.06 -0.30
H 0.66 2.00 -0.14
H 0.01 0.45 -0.68
H 1.25 1.27 -1.62
H -1.59 2.30 -1.14
H -1.05 1.58 -2.64
H -1.02 4.01 -2.88
H 0.63 3.41 -2.94
C -4.33 6.94 -4.55
C -4.94 6.22 -3.35
C -4.02 5.16 -2.76
C -3.74 4.08 -3.70
N -3.52 3.23 -4.45
H -4.13 6.24 -5.37
H -5.00 7.71 -4.93
H -3.39 7.42 -4.28
H -5.89 5.76 -3.65
H -5.18 6.95 -2.57
H -4.46 4.73 -1.86
H -3.07 5.61 -2.45
C 1.97 -3.35 5.99
C 1.75 -1.89 6.37
C 0.27 -1.48 6.39
C -0.31 -1.57 5.04
N -0.76 -1.73 4.00
H 1.61 -3.56 4.98
H 3.03 -3.59 6.01
H 1.46 -4.02 6.68
H 2.28 -1.24 5.68
H 2.17 -1.70 7.36
H 0.17 -0.45 6.74
H -0.28 -2.12 7.08
C 4.14 1.93 2.72
C 2.99 0.95 2.52
C 1.70 1.38 3.22
C 1.82 1.42 4.67
N 1.88 1.40 5.82
H 4.41 2.01 3.78
H 5.02 1.61 2.17
H 3.86 2.93 2.37
H 3.28 -0.04 2.87
H 2.77 0.86 1.45
H 0.89 0.68 2.98
H 1.39 2.37 2.88
C 0.86 5.83 3.06
C 0.70 6.28 4.51
C 0.12 7.70 4.64
C 1.00 8.72 4.08
N 1.69 9.52 3.64
H 1.56 6.47 2.52
H 1.23 4.81 3.02
H -0.09 5.86 2.53
H 1.66 6.23 5.03
H 0.03 5.60 5.03
H -0.05 7.94 5.69
H -0.85 7.75 4.13
C 6.27 3.77 -3.74
C 5.34 2.99 -4.65
C 3.86 3.15 -4.28
C 3.57 2.61 -2.95
N 3.34 2.19 -1.91
H 6.19 3.43 -2.71
H 7.30 3.66 -4.05
H 6.02 4.84 -3.75
H 5.61 1.93 -4.63
H 5.47 3.32 -5.68
H 3.23 2.63 -5.00
H 3.58 4.20 -4.31
C -5.85 -5.09 -2.28
C -5.61 -6.39 -1.52
C -5.69 -6.20 -0.01
C -4.68 -5.26 0.47
N -3.92 -4.49 0.83
H -5.07 -4.36 -2.02
H -5.80 -5.26 -3.35
H -6.82 -4.65 -2.05
H -4.63 -6.79 -1.79
H -6.35 -7.14 -1.82
H -5.56 -7.16 0.50
H -6.68 -5.82 0.28
C -5.00 -1.02 -1.27
C -5.34 -0.38 -2.61
C -6.86 -0.28 -2.85
C -7.48 -1.60 -2.93
N -7.96 -2.65 -2.95
H -5.35 -2.05 -1.22
H -3.92 -1.04 -1.12
H -5.44 -0.47 -0.44
H -4.88 -0.94 -3.42
H -4.93 0.63 -2.66
H -7.07 0.25 -3.79
H -7.34 0.28 -2.05
```

Calculated values
Calculated total energy (hartree): -5878.61957
Spin multiplicity: 1
Net charge: -1

[3]
11 unconnected molecules or ions with the total composition C23H24BCl30F10NO6. Source: the OMol25 dataset; level of theory: ωB97M-V/def2-TZVPD.

The geometry in XYZ format:
```
95
C23H24BCl30F10NO6, DFT ωB97M-V/def2-TZVPD
C -1.55 -3.35 4.67
C -1.58 -1.90 5.41
O -2.63 -1.68 6.24
O -0.64 -0.79 5.29
C 0.49 -1.04 4.40
C 1.31 0.30 3.90
C 1.24 0.57 2.27
B 2.44 -0.39 1.75
N 2.59 -1.89 2.13
O 3.63 0.02 0.91
O 1.88 1.93 2.16
C 1.65 2.42 0.76
O 2.38 3.27 0.03
O 0.36 1.74 0.47
C -0.19 0.79 1.50
C -1.36 1.72 2.21
C -1.23 3.35 1.96
F -1.49 1.56 3.68
C -1.08 -0.48 0.97
F -0.31 -1.70 0.60
F -1.85 -0.94 2.20
C -2.13 -0.23 -0.25
F -3.49 -0.51 0.37
F -2.24 1.15 -0.77
C -2.02 -1.23 -1.54
F -2.38 -2.66 -1.20
F -0.68 -1.17 -2.23
C -3.06 -0.84 -2.79
F -2.37 0.00 -3.79
F -3.33 -2.17 -3.47
F -4.37 -0.33 -2.38
H -2.58 -3.47 4.08
H -1.55 -4.23 5.47
H -0.65 -3.55 3.95
H 0.26 -1.65 3.43
H 1.28 -1.68 5.02
H 0.94 1.25 4.50
H 2.46 0.17 4.18
H 1.70 -2.40 2.00
H 2.85 -1.93 3.15
H 3.31 0.08 -0.04
H -2.46 1.49 1.81
H -0.23 3.75 2.43
H -1.35 3.68 0.84
H -2.12 3.83 2.59
Cl -0.27 -5.12 -4.84
C 0.25 -4.10 -3.50
Cl -0.26 -4.80 -1.95
Cl 2.01 -3.88 -3.53
H -0.22 -3.12 -3.60
Cl -3.92 -4.97 -4.18
C -4.32 -6.49 -5.01
Cl -6.00 -6.47 -5.56
Cl -3.22 -6.74 -6.39
H -4.19 -7.31 -4.31
Cl -3.36 -4.69 -0.65
C -4.51 -6.04 -0.58
Cl -3.67 -7.55 -0.18
Cl -5.79 -5.70 0.60
H -4.97 -6.15 -1.57
Cl 1.02 7.54 0.35
C 2.69 7.02 0.60
Cl 3.74 8.42 0.92
Cl 2.79 5.86 1.94
H 3.04 6.53 -0.31
Cl 2.91 -6.87 -2.70
C 4.67 -7.04 -2.81
Cl 5.46 -5.46 -2.64
Cl 5.26 -8.17 -1.58
H 4.92 -7.44 -3.80
Cl 2.12 10.41 -0.73
C 2.83 11.98 -1.16
Cl 3.45 11.94 -2.82
Cl 1.63 13.27 -0.97
H 3.66 12.18 -0.49
Cl -8.95 -4.54 -8.70
C -7.45 -5.36 -9.20
Cl -7.81 -6.68 -10.32
Cl -6.34 -4.20 -9.95
H -6.97 -5.77 -8.32
Cl 4.27 14.02 -7.50
C 5.11 13.85 -5.95
Cl 4.54 15.08 -4.80
Cl 4.87 12.22 -5.29
H 6.18 14.00 -6.12
Cl 3.13 -6.51 4.69
C 3.83 -4.94 4.26
Cl 4.46 -4.97 2.60
Cl 2.64 -3.65 4.45
H 4.67 -4.74 4.93
Cl 1.62 3.99 6.30
C 1.34 2.83 7.62
Cl 0.16 3.47 8.77
Cl 0.80 1.28 6.97
H 2.29 2.68 8.14
```

Calculated values
Calculated total energy (hartree): -16225.83047
Spin multiplicity: 1
Net charge: 0

[4]
A molecular structure, C5H8O. Source: the OMol25 dataset; level of theory: ωB97M-V/def2-TZVPD.

The geometry in XYZ format:
```
14
C5H8O, DFT ωB97M-V/def2-TZVPD
C 0.05 0.82 1.43
C 0.27 1.79 2.31
C 0.56 -1.47 -1.37
C -0.07 -0.18 -1.83
O -1.32 -0.63 -1.20
C -0.62 -1.77 -0.84
H 0.83 0.11 1.17
H -0.91 0.68 0.94
H -0.51 2.50 2.58
H 1.23 1.93 2.79
H 0.28 0.74 -1.36
H -0.22 -0.05 -2.90
H -1.11 -2.55 -0.27
H 1.54 -1.93 -1.46
```

Calculated values
Calculated total energy (hartree): -270.43860
Spin multiplicity: 1
Net charge: 0

Going through the records in order, we get largest force on an atom values of 2.96, 2.09, 10.05, 0.35 eV Å⁻¹.